Record 1
C19H34N4SSbSc as an isolated structure. Source: the OMol25 dataset; level of theory: ωB97M-V/def2-TZVPD.

Properties
Orbital gap in eV: 7.3094
Total charge: +2
Relative energy (zero: lowest compared OMol25 entry of this formula, charge and spin) in eV: 0.000
LUMO level in eV: -7.348
Spin multiplicity: 1

Geometry (Å):
C 0.02 -2.72 -0.88
C -1.70 3.28 1.78
N -1.36 4.37 2.45
H -5.55 -3.59 1.02
H 3.04 3.08 1.47
C 1.20 -2.08 -0.14
H -1.10 -0.06 -2.56
C 2.34 1.11 1.08
C 1.64 2.07 -2.54
C -3.64 -1.64 -0.94
C -3.70 -0.78 1.21
H 3.38 -2.08 -0.26
H 4.37 0.96 1.72
C 0.98 0.71 -2.39
H 1.52 2.42 -3.58
H 0.11 -3.81 -0.83
H 4.14 0.43 0.05
C 3.69 0.42 1.05
H 2.61 -3.62 -0.61
C 2.47 2.57 0.68
H -0.95 1.76 -2.34
H -3.64 0.33 3.14
H 1.51 3.08 0.59
C -0.50 0.85 -2.78
Sb 0.93 0.09 -0.27
N -2.24 2.28 2.44
Sc -1.81 0.98 -0.39
N -2.56 1.24 1.63
H -0.02 -2.45 -1.94
H 1.18 -1.29 -3.27
H -0.62 1.00 -3.85
H 1.98 -2.08 1.90
H 1.60 0.04 -4.33
H 2.71 2.02 -2.35
H 2.71 -0.43 -3.05
H 2.35 1.48 3.19
C 2.52 -2.54 -0.75
H -1.57 4.42 3.44
H -0.93 -2.46 -0.41
H 3.03 2.70 -0.25
C 1.13 -2.46 1.34
H 0.73 1.53 2.50
C 1.65 -0.31 -3.30
H -1.02 5.19 1.98
H 0.21 -2.10 1.81
C 1.69 1.01 2.46
H -3.27 -1.55 -1.96
H 3.65 -0.61 1.40
H 1.54 -0.02 2.78
S -1.40 3.32 0.03
H -4.75 -3.42 -1.34
H 2.58 -2.35 -1.82
H 1.14 -3.55 1.42
C -4.52 -1.81 1.63
H 1.21 2.83 -1.89
C -4.46 -2.69 -0.60
N -3.25 -0.70 -0.07
H -4.85 -1.85 2.66
C -4.90 -2.78 0.71
C -3.29 0.30 2.11

Record 2
C21H44MoO3P2 as an isolated structure in a non-equilibrium geometry. Source: the OMol25 dataset; level of theory: ωB97M-V/def2-TZVPD.

Properties
Orbital gap (alpha / beta) in eV: 4.3500 / 4.0775
Total charge: +4
LUMO level (alpha / beta) in eV: -16.877 / -17.150
Expectation value of S²: 2.04
Spin multiplicity: 3

Geometry (Å):
H 3.61 4.69 -2.07
C -1.78 -3.34 2.55
H 3.61 3.01 0.52
C 4.07 4.27 -1.17
P -1.78 -1.55 1.83
C -1.29 -3.39 4.01
H -3.58 -0.81 -1.24
H 4.63 1.58 -2.75
C -3.36 0.94 2.29
H 2.33 0.78 -0.37
C 0.38 2.61 -2.39
H -5.07 -1.07 -0.33
H 5.63 1.48 -0.36
C 1.66 1.85 -2.64
C -0.87 -4.19 1.65
H -4.06 -2.28 1.46
C 3.11 3.32 -0.42
C -1.13 1.18 0.36
H -3.00 1.30 1.27
C 1.83 4.06 -0.02
H 3.39 -0.22 -3.66
H -1.70 -2.62 4.66
H 2.04 4.68 0.86
C 3.81 -0.41 -2.65
C -3.36 -1.96 0.69
O -0.20 1.33 1.07
H -3.10 -4.06 0.18
H -4.02 -0.34 4.56
H -0.07 -3.58 1.22
H 0.49 3.71 -2.32
P 2.83 1.73 -1.26
H 1.40 0.80 -2.78
H 5.02 3.80 -1.45
H -1.88 0.02 3.52
H -3.11 1.78 2.97
H -1.39 -4.69 0.84
C -1.58 -0.38 -2.27
H 4.66 -1.08 -2.79
H 2.56 3.48 -3.77
H 1.56 2.35 -4.72
C -3.06 -3.08 -0.29
Mo -2.65 0.72 -0.82
H -4.68 -1.27 3.22
H -1.51 -4.37 4.45
H 3.20 1.88 -4.24
H -0.41 -4.98 2.27
H -0.13 2.25 -1.48
H -3.39 -1.96 4.20
H 3.05 -0.92 -2.05
C -4.00 -0.85 -0.16
C -3.75 -1.04 3.76
C -2.73 -0.33 2.89
H -0.19 -3.28 4.00
C 5.47 0.65 -1.04
H -4.01 0.22 0.29
H 1.01 3.39 0.25
H -4.45 0.87 2.25
C -1.16 -0.71 -0.78
C 4.28 0.90 -1.97
H -2.82 -3.68 2.50
H -2.06 -2.96 -0.77
H -3.79 -3.06 -1.10
H 5.35 -0.29 -0.48
O -1.22 -0.73 -3.37
C 2.31 2.42 -3.90
H 6.38 0.54 -1.66
H -0.31 2.40 -3.24
H 1.50 4.75 -0.81
H -0.48 -1.55 2.68
H 4.30 5.12 -0.51
O -0.10 -1.27 -0.56

Record 3
C11H23N3O16S2 as an isolated structure in a non-equilibrium geometry. Source: the OMol25 dataset; level of theory: ωB97M-V/def2-TZVPD.

Properties
Orbital gap in eV: 9.4930
Relative energy (zero: lowest compared OMol25 entry of this formula, charge and spin) in eV: 1.198
LUMO level in eV: -0.377
Spin multiplicity: 1

Geometry (Å):
O 9.37 -11.22 21.58
O 12.41 -13.85 17.48
H 9.93 -21.95 20.15
H 10.68 -10.85 19.33
H 15.66 -18.70 23.27
H 10.40 -20.24 20.11
O 14.09 -13.34 23.98
O 12.29 -22.49 18.67
C 9.97 -16.76 20.18
N 8.89 -10.65 20.60
H 9.83 -17.06 21.23
C 8.83 -14.79 20.36
N 13.36 -14.58 17.63
S 13.59 -13.70 22.53
H 16.71 -13.19 23.18
C 15.86 -12.63 22.78
H 10.15 -17.55 19.47
H 16.22 -17.81 21.80
O 7.94 -13.99 20.28
H 11.31 -15.33 19.13
O 7.86 -10.02 20.64
H 14.30 -11.27 23.66
H 10.31 -14.57 21.86
H 12.05 -22.42 20.68
C 10.56 -21.21 19.65
H 10.53 -13.52 20.44
H 9.20 -11.68 18.94
H 16.30 -11.79 22.24
C 9.61 -10.73 19.31
S 11.02 -22.54 17.68
H 15.37 -14.09 17.38
O 13.23 -15.08 22.46
O 13.32 -15.77 17.43
C 14.61 -13.98 18.14
H 14.98 -14.40 19.07
N 14.44 -18.72 21.48
O 14.46 -19.93 21.38
C 15.38 -18.08 22.43
O 8.76 -16.05 19.88
O 10.40 -21.20 18.26
C 10.24 -14.52 20.77
O 13.78 -17.97 20.79
H 15.03 -17.16 22.89
H 9.23 -9.93 18.69
O 11.35 -22.35 16.30
O 10.21 -23.68 18.00
H 12.01 -15.89 20.60
H 14.36 -12.93 18.28
H 12.73 -20.97 20.24
C 14.89 -12.15 23.90
H 15.36 -11.95 24.86
C 12.03 -21.71 19.85
O 15.11 -13.46 21.93
O 12.71 -12.69 21.99
C 11.05 -15.68 20.12

Record 4
A 2-piece molecular cluster, C24H51N2O7S overall in a non-equilibrium geometry. Source: the OMol25 dataset; level of theory: ωB97M-V/def2-TZVPD.

Properties
Orbital gap in eV: 8.2836
Total charge: +1
LUMO level in eV: -3.045
Spin multiplicity: 1

Geometry (Å):
C 0.54 -0.39 0.22
H 2.40 -4.37 -1.49
H 0.58 2.03 -0.86
H -5.33 3.70 1.58
H -2.38 -4.76 -0.60
H -0.08 1.21 1.63
H -1.48 4.13 2.26
H 2.75 -4.03 0.19
H 2.19 3.76 2.29
H -4.36 4.34 3.89
H -1.99 5.13 0.89
H 4.98 -0.83 -2.68
H 4.36 -3.57 -1.74
C 2.70 1.90 -0.38
H 3.15 3.62 -1.62
H 2.69 -0.99 0.45
C -1.64 -3.97 -0.78
H -0.30 -3.08 0.78
H 5.53 -2.44 -3.24
H 2.30 4.81 0.30
H 7.25 -1.12 -2.26
C -2.38 -2.61 -0.76
H -2.68 -2.42 0.28
C -4.52 2.38 2.95
C 1.70 -1.43 0.29
C 0.73 -4.81 -0.20
C -3.29 2.38 2.05
H -2.37 2.21 2.60
C 4.33 -2.51 -1.44
O 1.34 -3.84 -3.76
C 5.38 -1.81 -2.36
H -5.23 3.15 4.85
H 6.50 -1.15 -0.82
H 1.64 0.71 1.73
C -4.98 -0.88 -1.03
C 3.27 4.31 0.48
H -3.40 1.56 1.33
N 6.68 -1.71 -1.66
C -4.38 3.29 4.17
C -0.51 -4.05 0.32
H -2.92 -0.21 -1.54
C 1.98 -3.93 -0.57
H -0.34 -0.89 0.65
S 1.19 -2.47 -3.38
H -3.47 3.05 4.71
H -0.95 -4.67 1.11
C -2.34 4.57 1.75
H -3.79 -3.75 -1.89
H -6.48 3.15 2.66
H 0.99 3.01 0.54
H -2.86 5.26 2.42
H 3.10 -0.85 -1.57
C 1.21 2.05 0.04
H -1.71 -1.80 -1.06
H 1.06 -5.48 0.61
O -4.84 -2.21 -1.06
C -3.63 -2.68 -1.70
H 4.06 5.07 0.38
C 3.44 3.24 -0.63
H -4.04 1.04 -1.04
H 4.52 3.00 -0.69
C -3.97 0.11 -1.60
C 0.81 0.92 1.04
C 1.68 -2.45 -0.89
H -4.77 1.37 3.27
H 3.57 2.70 2.01
C 3.22 3.73 1.93
H -4.25 0.36 -2.63
O -3.26 3.57 1.28
O 0.63 -2.27 -1.87
H 0.28 -0.10 -0.81
C 2.93 -1.93 -1.72
O -5.98 -0.44 -0.56
H -5.95 2.19 1.41
H -3.45 -2.23 -2.68
H 1.49 -2.04 1.19
O 0.41 -1.76 -4.32
O 2.71 -1.96 -3.16
H 2.71 1.36 -1.34
H 3.79 4.41 2.59
H 3.26 1.31 0.35
H 4.62 -2.49 -0.38
N -5.66 2.88 2.11
H 0.47 -5.49 -1.03
H -1.15 -4.08 -1.75

Record 5
C4H8N2Si as an isolated structure in a non-equilibrium geometry. Source: the OMol25 dataset; level of theory: ωB97M-V/def2-TZVPD.

Properties
Orbital gap in eV: 7.9962
Relative energy (zero: lowest compared OMol25 entry of this formula, charge and spin) in eV: 2.766
LUMO level in eV: -0.410
Spin multiplicity: 1

Geometry (Å):
H -0.76 3.34 1.37
Si 1.04 -1.34 -1.74
H 0.09 -1.88 0.47
H 0.44 -0.66 -3.02
H -0.19 1.61 -0.94
C -0.48 0.33 1.97
C -0.26 1.43 0.15
H -0.30 -0.50 2.69
H 2.25 -0.51 -1.53
N -0.26 0.21 0.64
H -1.28 -1.69 -0.78
C -0.61 2.29 1.17
C -0.33 -1.43 -0.45
H 1.35 -2.77 -2.31
N -0.71 1.57 2.32

Record 6
C38H36Br3CsN5O4 as an isolated structure in a non-equilibrium geometry. Source: the OMol25 dataset; level of theory: ωB97M-V/def2-TZVPD.

Properties
Orbital gap in eV: 4.8297
Total charge: -1
Relative energy (zero: lowest compared OMol25 entry of this formula, charge and spin) in eV: 1.315
LUMO level in eV: 1.411
Spin multiplicity: 1

Geometry (Å):
C 2.85 4.04 -1.69
C 0.72 -4.47 -2.11
H -2.80 -0.51 -4.60
C -0.75 2.31 -3.97
H 1.13 0.25 0.66
C -3.56 -0.66 -3.83
N -1.03 -0.30 2.83
H -0.26 0.59 -0.37
C 1.02 0.66 3.69
N 1.56 0.67 -2.42
C 0.49 1.04 0.27
C 0.51 -5.51 3.78
C -2.46 3.34 -0.97
H -2.75 -1.10 2.04
H -0.47 -1.63 -3.16
N 1.11 -3.75 2.30
C 4.30 -5.36 3.48
C -1.25 1.66 4.16
H 2.13 -6.62 4.63
C -2.34 -0.29 2.65
C 2.40 4.25 -0.40
H 4.11 3.00 -3.85
C 1.64 3.27 0.22
H 2.64 5.17 0.13
H 3.45 4.80 -2.19
C -3.06 1.38 -2.46
Cs -0.22 -2.68 -0.04
H -4.26 0.64 2.98
C 2.56 2.87 -2.37
H -1.76 2.62 -4.25
H -5.04 3.95 -1.50
C -3.99 0.64 -3.21
H 0.00 -0.84 -4.65
C -0.83 -4.56 -2.30
C 0.46 0.30 -2.93
H 1.18 2.56 4.71
C -5.28 1.13 -3.34
C -4.74 3.03 -1.98
C -0.79 1.16 -3.00
O -1.32 -5.66 -2.60
C 1.85 -5.81 3.98
H 2.49 3.19 -4.51
O -1.40 -3.43 -2.05
C 3.09 2.64 -3.77
Br -1.61 -4.01 2.62
H 4.84 -4.46 3.81
C 2.83 -5.07 3.33
C 1.30 2.09 -0.44
O 1.41 -4.17 -3.11
H 1.24 -1.59 -3.61
H 4.84 0.57 3.75
H 3.11 -3.45 1.94
H -4.41 -1.17 -4.29
H -0.28 -6.07 4.27
H -6.00 0.56 -3.92
Br 4.04 3.11 5.08
C 0.31 -1.02 -3.62
Br -3.69 3.00 4.71
H -0.23 3.16 -3.50
H 3.07 1.59 -4.03
H 4.73 -5.68 2.54
C -3.43 2.58 -1.83
H -0.02 1.49 1.12
C 3.08 1.68 4.30
C -0.48 0.66 3.57
N 1.65 -0.38 3.17
H -0.82 2.43 4.78
C 3.76 0.62 3.76
O 1.08 -4.63 -0.88
H -0.19 2.04 -4.87
C 0.22 -4.46 2.93
C 1.76 1.89 -1.75
C -5.66 2.32 -2.73
H -6.68 2.68 -2.84
H -3.12 -1.33 -3.08
H 1.28 3.42 1.24
H -2.36 2.87 0.01
C 2.39 -4.05 2.49
C -3.20 0.67 3.17
C 2.98 -0.39 3.21
N -1.78 0.81 -2.30
H 4.47 -6.14 4.22
H -1.46 3.38 -1.41
H 3.46 -1.26 2.76
H -2.81 4.37 -0.82
C -2.62 1.65 3.94
C 1.69 1.71 4.28

Record 7
C46H43EuN4O2P2S3 as an isolated structure in a non-equilibrium geometry. Source: the OMol25 dataset; level of theory: ωB97M-V/def2-TZVPD.

Properties
Orbital gap (alpha / beta) in eV: 7.2194 / 7.3166
Total charge: +1
Relative energy (zero: lowest compared OMol25 entry of this formula, charge and spin) in eV: 0.000
LUMO level (alpha / beta) in eV: -2.588 / -2.566
Expectation value of S²: 15.76
Spin multiplicity: 8

Geometry (Å):
C 3.49 2.26 3.45
C 3.01 -1.09 -1.71
C -4.98 -3.60 -2.19
H 1.66 4.98 0.43
H -4.97 0.17 -1.34
C 4.01 -1.95 -2.17
H 1.61 4.10 3.94
H 4.74 0.44 -3.16
C 0.88 3.29 3.97
N 1.52 0.73 -2.19
C -3.73 -0.94 5.08
H 1.90 3.51 -4.06
C -0.20 -2.00 2.65
H -6.16 -0.70 2.74
C 1.99 -2.37 3.61
O 4.64 3.58 -2.58
H 1.39 -0.56 2.63
H 5.02 -3.82 -1.85
C 2.94 3.27 0.24
H -1.63 -0.99 4.69
C -0.13 2.43 -2.64
H 2.20 4.34 1.98
S 0.28 3.17 1.16
C 2.48 -2.56 -0.03
C -4.97 -0.89 -1.57
H 0.41 3.31 4.95
C 4.64 3.17 -3.79
H 1.82 -2.80 0.79
H 3.91 3.75 0.36
H -0.61 4.47 2.97
H -2.33 -2.60 0.56
H -4.98 -4.65 -2.45
C -6.16 -2.86 -2.25
H -7.08 -3.35 -2.53
S 3.12 1.52 0.71
C 2.15 2.56 -3.60
H 0.02 -5.09 4.01
C -3.80 -2.98 -1.82
H -1.59 -3.63 2.86
C -2.62 -0.94 4.26
H 4.57 -1.69 -3.06
H 4.29 0.51 2.45
C -2.53 3.59 -2.03
P -2.29 -0.76 -0.94
C -6.16 -1.51 -1.95
H 3.62 -4.35 0.17
C 1.87 4.06 0.98
C -3.79 -1.62 -1.50
C 3.49 2.12 -3.62
C -2.78 -0.87 2.88
H -5.87 -0.86 5.18
C -0.21 -2.38 -2.08
C 2.76 0.21 -2.38
O 5.27 3.42 -4.78
H -7.07 -0.93 -2.02
C 3.47 -3.44 -0.40
H 2.76 3.24 -0.83
H -0.17 -0.31 -5.34
C -0.70 3.33 -3.54
H 5.05 2.04 1.99
C -0.58 -3.28 3.05
C -1.08 -1.30 -2.22
C -1.91 3.92 -3.23
C -1.92 2.67 -1.21
H -3.61 -1.01 6.16
C 3.74 0.85 -3.09
C -1.06 -0.57 -3.41
H 1.31 -3.58 -3.02
H 3.48 3.33 3.32
C 0.69 -1.96 -4.27
H 4.10 2.03 4.33
H -1.78 0.23 -3.55
N -0.75 2.09 -1.49
H 2.29 -4.28 4.54
H -2.87 -3.55 -1.81
C -0.18 -0.89 -4.43
C 4.10 1.56 2.24
N 2.24 -1.40 -0.65
H -4.19 -0.70 1.26
H -2.38 2.37 -0.28
N -1.78 -1.76 0.40
C -4.05 -0.77 2.33
C 1.60 -3.64 4.00
S 1.78 1.71 3.83
C 1.22 1.87 -2.85
C 0.32 -4.10 3.71
H -3.47 4.04 -1.74
H 1.39 -2.20 -5.07
C 1.09 -1.56 2.93
H -0.21 3.54 -4.47
H -0.26 -3.00 -1.19
C 4.25 -3.13 -1.51
H -2.35 4.64 -3.91
C -5.17 -0.77 3.16
P -1.32 -0.85 1.78
C -0.20 3.46 2.91
H 2.98 -2.00 3.85
C 0.66 -2.72 -3.11
C -5.01 -0.86 4.54
Eu 0.44 0.33 -0.15
H -1.00 2.74 3.06

| no. | energy (Ha) |
| --- | --- |
| 1 | -2362.07812 |
| 2 | -1801.17979 |
| 3 | -2597.05437 |
| 4 | -1979.13050 |
| 5 | -556.09007 |
| 6 | -9786.66098 |
| 7 | -4735.71926 |